Record 1
C45H125N13O12 | ωB97M-V/def2-TZVPD

```
! wB97M-V def2-TZVPD RIJCOSX def2/J DEFGRID3
* xyz 0 1
O 0.292 -3.811 -4.924
O 1.726 5.140 1.945
O 3.605 -5.258 -0.347
O -4.055 -3.730 0.426
O 1.044 -1.525 0.231
O -2.693 4.583 2.855
O 1.555 -4.959 2.625
O 3.578 -0.109 3.147
O 0.263 4.912 -2.825
O -5.561 -0.251 -2.800
O -2.240 -0.187 2.296
O 6.573 3.318 -3.346
N 1.949 -2.431 4.221
N 2.649 -8.470 -1.691
N -0.216 1.286 0.817
N 5.967 1.096 5.661
N -6.148 -6.099 -1.485
N 5.757 1.504 -5.461
N -2.911 7.358 2.980
N -1.992 6.520 -3.044
N -2.385 -0.280 4.558
N 0.697 7.814 1.489
N -0.614 -1.269 3.472
N -2.092 -2.490 -5.486
N -4.732 1.918 0.038
C -4.361 -4.815 -0.449
C 4.826 0.330 5.162
C -2.001 5.374 -2.131
C 2.103 6.845 -0.314
C -4.046 6.484 2.560
C 7.167 4.545 -2.951
C 3.246 -6.629 -0.225
C -6.379 -1.340 -3.096
C 0.800 6.708 0.448
C 3.590 0.616 6.002
C -6.423 -5.399 0.860
C -1.021 4.324 -2.679
C 1.082 -6.642 -1.635
C 2.746 -3.680 4.304
C 4.552 0.739 3.714
C 3.063 0.237 1.870
C 2.554 -7.008 -1.526
C 5.349 3.518 -4.029
C 1.879 -4.874 4.005
C -2.715 -2.513 -3.137
C -5.003 7.291 1.738
C 0.590 5.376 1.136
C 1.037 -2.924 0.089
C -2.132 3.381 2.361
C -5.596 0.148 -1.432
C 1.011 -5.008 -5.085
C 3.393 -3.815 5.675
C -3.252 0.946 -1.650
C -5.850 -5.043 -0.507
C -2.671 -3.644 0.604
C -3.409 4.809 -1.987
C -1.544 -2.609 -4.131
C -4.665 1.352 -1.296
C 4.335 1.260 -3.441
C -1.771 -0.569 3.380
C 4.829 2.181 -4.546
C 4.269 -4.774 0.805
C 1.177 4.008 -3.366
C -3.536 5.190 1.921
C 1.407 0.909 -0.971
C 0.384 -5.752 2.458
C 1.608 3.895 2.626
C 0.012 0.583 -0.450
C -0.820 -3.946 -4.046
C -0.154 -0.934 -0.250
H -2.438 -2.728 1.152
H 5.384 4.274 -4.821
H -3.857 4.378 -2.880
H 3.675 1.815 -2.768
H -3.284 0.158 4.600
H -5.678 1.891 0.408
H 3.822 -0.035 1.132
H -1.345 4.013 -3.684
H 5.065 -0.731 5.241
H -2.501 7.790 2.155
H -4.225 1.294 0.670
H 0.513 -6.769 2.846
H -5.227 8.236 2.235
H 3.711 -4.904 1.732
H -2.747 -1.710 -5.465
H -3.323 3.975 -1.282
H 6.126 0.874 6.637
H -0.089 -1.518 2.655
H 6.528 5.122 -2.276
H -2.819 0.236 -0.942
H 1.719 1.953 -0.946
H -1.396 2.869 2.979
H 2.161 0.318 -0.451
H 7.516 5.103 -3.819
H 5.482 0.600 3.152
H 2.494 3.752 3.238
H 0.693 3.892 3.229
H 3.626 -8.739 -1.734
H 0.869 3.711 -4.385
H 3.970 -4.739 5.714
H -1.932 -0.442 5.439
H 3.935 2.440 -5.129
H 0.524 -7.102 -0.818
H -0.377 -4.010 -3.039
H -3.038 0.606 -2.661
H 0.504 0.911 1.435
H -5.716 -6.964 -1.165
H -3.978 5.567 -1.450
H -0.454 -5.342 3.027
H -3.138 -1.515 -3.219
H 4.043 -7.319 0.064
H 2.648 -3.735 6.468
H -1.500 -4.776 -4.247
H -1.602 5.652 -1.154
H 0.431 4.658 0.319
H -0.429 -1.600 4.401
H -5.970 6.797 1.634
H -1.056 6.809 -3.291
H -7.148 -6.255 -1.463
H 3.529 -3.577 3.540
H 1.744 -4.848 -5.883
H 8.004 4.240 -2.321
H 2.477 -6.616 0.562
H -6.653 0.353 -1.215
H -0.331 -1.397 -1.235
H 0.460 -5.873 -5.464
H -1.003 3.384 -2.111
H -3.040 5.438 0.972
H -2.658 1.865 -1.580
H 1.144 -3.189 -0.969
H -7.444 -5.770 0.793
H 4.234 1.784 3.650
H 1.955 7.473 -1.197
H -5.310 -0.667 -0.751
H 1.515 0.615 -2.021
H 5.447 0.542 -5.545
H -6.378 -4.577 1.575
H 3.095 -6.532 -2.357
H 2.146 4.466 -3.565
H 2.700 0.148 5.565
H -2.151 -4.437 1.157
H 2.450 5.886 -0.713
H 2.218 -8.767 -2.557
H -0.713 0.999 -1.146
H 0.231 -5.838 1.385
H -2.211 6.772 3.416
H 3.369 1.688 5.992
H 4.393 -3.705 0.626
H 1.906 -3.372 0.573
H -3.980 -5.763 -0.040
H 1.468 3.102 1.884
H 1.277 3.058 -2.833
H 2.610 -1.703 3.934
H -6.664 -1.401 -4.145
H 3.900 0.406 -3.959
H 6.668 1.455 -5.011
H -1.632 3.656 1.429
H 5.267 -5.201 0.942
H -0.853 -1.796 -3.879
H -5.063 2.094 -1.995
H -2.399 -2.842 -2.148
H 3.605 0.305 7.048
H 2.784 1.291 1.825
H 0.653 -6.854 -2.612
H 1.033 7.321 2.312
H -2.113 -3.531 -0.333
H 5.847 2.102 5.674
H -4.426 4.615 1.628
H -6.403 -4.150 -0.826
H 1.010 -5.555 -1.520
H 2.939 7.277 0.235
H -0.016 6.865 -0.260
H -1.048 -1.172 0.331
H -3.499 -3.246 -3.352
H 2.494 -5.749 4.251
H 0.190 -3.426 0.569
H 1.371 8.517 1.221
H -0.352 5.391 1.693
H -2.893 2.626 2.149
H -5.929 -2.281 -2.754
H 2.189 -0.374 1.643
H -7.340 -1.310 -2.560
H -2.480 6.212 -3.878
H -5.778 -6.211 1.221
H 1.648 -5.282 -4.238
H -4.537 7.552 0.783
H 4.610 3.897 -3.311
H 5.128 0.918 -2.771
H 4.056 -2.972 5.878
H -3.894 -4.532 -1.393
H 1.050 -4.889 4.720
H -4.494 6.281 3.538
H 1.454 -2.530 3.330
H -1.083 1.063 1.302
H -1.351 -2.194 -6.115
*
```

The energy above the lowest of the compared OMol25 structures with the same formula, charge and spin is 0.000 eV. Its HOMO-LUMO gap is 0.3263 Eh. The SMILES is COC[C@H](C)N.COC[C@H](C)N.COC[C@H](C)N.COC[C@H](C)N.COC[C@H](C)N.COC[C@H](C)N.COC[C@H](C)N.COC[C@H](C)N.COC[C@H](C)N.COC[C@H](C)N.COC[C@H](C)N.NC(N)=O.

Record 2
C30H26Cl5N4PtS | ωB97M-V/def2-TZVPD

```
! wB97M-V def2-TZVPD RIJCOSX def2/J DEFGRID3
* xyz -1 1
Pt 0.011 -0.737 0.181
Cl -5.369 0.446 -1.157
Cl 0.165 2.470 0.739
Cl -3.031 -1.554 -0.700
Cl -4.823 3.504 -1.024
Cl -2.284 4.450 0.478
S -1.181 0.410 4.468
N -0.741 1.504 -1.714
N -1.116 -0.442 1.814
N 1.342 -1.957 1.166
N 1.294 -1.337 -1.385
C 1.154 -0.594 -5.515
C 3.102 0.626 -2.499
C 3.130 -3.349 1.139
C -3.745 0.996 -0.913
C 1.572 -2.351 2.417
C -1.425 2.199 -2.718
C -1.296 0.611 -0.733
C -1.087 3.564 -2.893
C -2.879 2.381 -4.645
C 2.206 -2.182 -0.991
C 0.396 -1.840 -3.591
C -2.715 0.137 -0.822
C 0.302 -4.308 -3.106
C 2.499 1.810 -1.747
C -0.424 -2.965 -3.016
C -1.114 -0.084 2.930
C 2.023 0.122 -4.707
C 2.285 -2.543 0.366
C -2.369 2.846 -0.169
C 2.674 -3.224 2.449
C -1.712 4.312 -3.876
C -0.044 4.213 -2.033
C 2.096 -0.115 -3.340
C -2.515 0.117 -3.719
C -2.630 3.735 -4.740
C 0.361 -1.581 -4.957
C -3.540 2.409 -0.701
C -2.286 1.598 -3.659
C 1.245 -1.077 -2.788
C -1.246 1.966 -0.111
H -2.433 -0.223 -4.754
H -0.308 -2.162 -5.583
H -0.449 4.534 -1.078
H 3.081 -3.697 3.328
H -0.334 -5.115 -2.740
H -0.668 -2.750 -1.976
H 2.674 0.873 -5.142
H -1.369 -3.026 -3.563
H -1.775 -0.427 -3.141
H 1.211 -4.304 -2.502
H 2.892 -2.605 -1.723
H 0.950 -2.017 3.233
H 3.273 2.352 -1.201
H 3.561 -0.058 -1.782
H 1.736 1.479 -1.039
H 0.585 -4.532 -4.136
H -3.508 -0.154 -3.358
H 3.904 0.973 -3.157
H 0.356 5.095 -2.535
H -1.460 5.361 -3.974
H 3.968 -3.928 0.784
H 1.109 -0.393 -6.578
H 2.023 2.498 -2.447
H -3.109 4.328 -5.510
H -3.535 1.899 -5.360
H 0.764 3.518 -1.809
*
```

The energy above the lowest of the compared OMol25 structures with the same formula, charge and spin is 0.000 eV. Its HOMO-LUMO gap is 0.2707 Eh.

Record 3
C32H32CuN3O3S2 | ωB97M-V/def2-TZVPD

```
! wB97M-V def2-TZVPD RIJCOSX def2/J DEFGRID3
* xyz -1 2
Cu -1.328 0.466 0.652
S 1.315 0.127 1.154
S -2.245 -2.526 0.176
O 0.492 0.129 -0.127
O -3.464 -3.300 0.062
O -1.504 -2.637 1.405
N -2.478 -0.961 -0.102
N -2.587 1.692 -0.207
N -0.148 0.596 2.089
C -5.042 0.914 -2.859
C -1.158 -3.068 -1.130
C -0.004 1.764 4.253
C 4.169 -0.111 -2.124
C 3.383 3.339 2.584
C 0.195 -2.789 -1.032
C 3.015 -0.178 0.010
C 2.001 1.782 1.386
C 3.010 0.029 -1.369
C -1.664 -3.757 -2.221
C -5.021 -0.456 -2.770
C 1.511 2.817 0.603
C -0.401 0.473 3.509
C 5.364 -0.466 -1.510
C 5.382 -0.684 -0.141
C 2.942 2.041 2.374
C 4.216 -0.544 0.605
C 0.376 -0.721 4.089
C 2.889 4.377 1.807
C -4.199 -1.132 -1.864
C -1.902 0.228 3.721
C -3.355 -0.434 -0.999
C 1.048 -3.208 -2.041
C -2.556 3.006 -0.255
C -4.229 1.669 -1.993
C -4.178 3.080 -2.007
C 1.497 -4.401 -4.217
C -3.395 1.004 -1.058
C -0.802 -4.178 -3.221
C -3.342 3.743 -1.151
C 0.563 -3.910 -3.140
C 1.956 4.112 0.812
H 0.110 -0.881 5.136
H 1.071 1.919 4.195
H -5.668 1.422 -3.582
H 0.131 -1.613 3.510
H -2.471 1.044 3.269
H 3.233 5.392 1.969
H 1.290 -5.446 -4.451
H 0.564 -2.246 -0.175
H 4.139 0.061 -3.196
H 2.081 0.300 -1.852
H 4.248 -0.731 1.677
H -0.301 1.716 5.305
H -3.274 4.822 -1.158
H -5.664 -1.035 -3.424
H 6.269 -0.575 -2.096
H -2.149 0.167 4.786
H 6.313 -0.961 0.345
H -1.190 -4.722 -4.075
H -2.722 -3.983 -2.258
H 3.320 1.225 2.979
H -4.215 -2.209 -1.807
H 1.451 -0.540 4.020
H 0.777 2.575 -0.158
H -4.808 3.617 -2.706
H 2.535 -4.314 -3.899
H 4.111 3.546 3.360
H 1.373 -3.825 -5.137
H -0.494 2.619 3.782
H -1.884 3.493 0.441
H -2.182 -0.703 3.227
H 2.105 -2.978 -1.974
H 1.576 4.919 0.196
*
```

Its HOMO-LUMO gap (alpha / beta) is 0.2257 / 0.2238 Eh.

| no. | electronic energy (Ha) |
| --- | --- |
| 1 | -3404.0249 |
| 2 | -4196.3584 |
| 3 | -4065.4258 |